A molecular structure, C34H42BCrN8O6S3 in a non-equilibrium geometry. Source: OMol25; level of theory: ωB97M-V/def2-TZVPD.

Last column: Löwdin charge in e.
Geometry (Å):
Cr: 0.10452 -0.50737 0.06492  0.30
C: -4.78348 -2.48985 0.64539  -0.03
C: -4.11950 -1.41467 1.45466  -0.21
C: -4.59304 -0.98231 2.65686  0.09
C: -3.93766 0.03424 3.39738  -0.17
N: -2.87272 0.61780 2.91643  0.22
N: -2.42845 0.19204 1.73575  -0.02
B: -1.26161 0.97322 1.12412  -0.67
N: -1.73904 1.99821 0.10554  0.00
N: -2.96528 2.49283 0.36432  0.21
C: -3.34060 3.53647 -0.31420  -0.19
C: -2.46275 4.13930 -1.26104  0.08
C: -1.24630 3.61195 -1.53861  -0.22
C: -0.30488 4.20041 -2.54909  -0.04
C: -0.89637 2.42306 -0.83268  -0.57
S: 0.52691 1.52407 -1.14283  0.84
C: -4.73806 4.08960 -0.06821  -0.55
C: -5.40038 3.39591 1.12008  -0.06
C: -4.64502 5.59547 0.21552  -0.03
C: -5.57304 3.84848 -1.33722  -0.03
N: -0.34996 1.58402 2.18148  0.01
N: -0.42487 2.92103 2.32535  0.22
C: 0.20684 3.44388 3.33510  -0.20
C: 0.90278 2.61815 4.26586  0.05
C: 0.99000 1.27609 4.10034  -0.26
C: 1.74361 0.38293 5.03907  -0.03
C: 0.34638 0.73829 2.95023  -0.58
S: 0.42806 -0.90426 2.48259  0.86
C: 0.12220 4.95705 3.49664  -0.54
C: -1.09681 5.25882 4.38267  -0.03
C: 1.39611 5.49798 4.15672  -0.04
C: -0.05481 5.62628 2.13251  -0.04
C: -2.92978 -0.79664 1.00396  -0.56
S: -2.07770 -1.22779 -0.43438  0.83
C: -4.40936 0.52676 4.76742  -0.54
C: -3.23409 0.44630 5.75185  -0.04
C: -4.86559 1.98921 4.63642  -0.04
C: -5.56535 -0.32447 5.29095  -0.06
H: -5.51500 -3.02926 1.24309  0.09
H: -4.05127 -3.19778 0.25760  0.08
H: -5.29583 -2.05431 -0.21577  0.10
H: -5.48372 -1.44295 3.06319  0.12
H: -2.77469 5.04363 -1.77048  0.13
H: -0.57465 5.23273 -2.76791  0.09
H: -0.34265 3.62779 -3.48002  0.10
H: 0.72633 4.16707 -2.19499  0.08
H: -4.84673 3.57894 2.04607  0.07
H: -5.46192 2.31491 0.97597  0.08
H: -6.41316 3.78811 1.23825  0.10
H: -3.98303 5.80075 1.06221  0.09
H: -5.63641 5.97904 0.46392  0.10
H: -4.28714 6.16329 -0.64598  0.08
H: -5.65908 2.78021 -1.55190  0.09
H: -5.13358 4.33821 -2.21112  0.09
H: -6.57916 4.25123 -1.20034  0.09
H: 1.40511 3.07656 5.10909  0.14
H: 2.41490 0.96396 5.66899  0.09
H: 2.32144 -0.36364 4.49342  0.07
H: 1.04754 -0.16210 5.68237  0.10
H: -1.02631 4.75262 5.35119  0.09
H: -2.01936 4.93300 3.89053  0.08
H: -1.16376 6.33403 4.56882  0.09
H: 1.48396 5.19654 5.20266  0.08
H: 1.37134 6.58892 4.14108  0.09
H: 2.29548 5.17441 3.62440  0.09
H: -0.95149 5.26810 1.62471  0.06
H: 0.80538 5.43494 1.48412  0.09
H: -0.14325 6.70513 2.27537  0.09
H: -2.39501 1.05718 5.41157  0.07
H: -2.88628 -0.58422 5.87047  0.09
H: -3.55446 0.81182 6.72994  0.09
H: -4.08069 2.60266 4.18539  0.07
H: -5.09372 2.39202 5.62620  0.09
H: -5.76638 2.07035 4.02001  0.09
H: -5.28974 -1.37947 5.38287  0.10
H: -6.45380 -0.24673 4.65788  0.09
H: -5.84625 0.02743 6.28510  0.10
O: 3.41402 -2.59948 -0.88978  0.14
C: 2.97400 -1.67283 -0.27350  -0.52
O: 1.72940 -1.21503 -0.39409  -0.24
C: 3.79817 -0.91399 0.73054  -0.08
C: 5.01959 -1.44916 1.11712  0.10
C: 5.74423 -0.80390 2.09754  -0.09
C: 5.31455 0.34768 2.72004  0.09
C: 4.10155 0.84798 2.30596  -0.10
C: 3.34151 0.25312 1.32153  0.04
N: 3.56755 2.05481 2.98966  -0.29
O: 2.50268 2.49837 2.59782  0.04
O: 4.28232 2.60060 3.80104  0.12
N: 7.04551 -1.37898 2.53332  -0.34
O: 7.63963 -0.79685 3.41713  0.09
O: 7.43703 -2.36761 1.95442  0.11
H: 5.38725 -2.35783 0.66158  0.14
H: 5.89721 0.81941 3.49615  0.14
H: 2.40066 0.70167 1.04270  0.08

Calculated values
Kohn-Sham gap (alpha / beta)	7.59 / 6.74	eV
max |F|	1.8	eV Å⁻¹
ΔE to the lowest compared entry with this formula, charge and spin	17.1	kcal/mol
energy	-4473.9252	a.u.
E_LUMO (alpha / beta)	-3.667 / -4.867	eV
multiplicity	5
<S²>	6.041
charge	+1